Arrangement w

The following is a quantum chemistry calculation of an isolated ion of composition C2NO4 and charge -1, from the Open Molecules 2025 dataset.

Its SMILES is O=c1nc([O-])oo1. For the highest occupied orbital energy, the calculation gives -4.8 eV. The value obtained for the molecular weight is 102.025 g/mol.

ORCA input file:
```
! wB97M-V def2-TZVPD RIJCOSX def2/J DEFGRID3
* xyz -1 1
O 0.74377 -1.12393 -0.24300
N -0.24983 0.98101 -0.39504
C 0.59850 0.21309 -0.97224
O 1.30377 0.30260 -1.94906
C -0.73176 0.07107 0.95077
O -0.09622 -1.08669 0.86598
O -1.48843 0.40891 1.80592
*
```


Arrangement x

The following is a quantum chemistry calculation of C2NO4 as an isolated structure, from the Open Molecules 2025 dataset.

For the highest occupied orbital energy, the calculation gives -5.5 eV. The value obtained for the molecular weight is 102.025 g/mol.

ORCA input file:
```
! wB97M-V def2-TZVPD RIJCOSX def2/J DEFGRID3
* xyz -1 1
O -1.51036 0.84344 0.84370
C 1.22604 -0.08032 -0.00363
N 0.02215 0.04247 -0.79749
C -1.24617 -0.03168 0.10907
O 1.29619 1.16306 -0.47692
O -1.64708 -1.07707 -0.30677
O 1.85923 -0.85990 0.63204
*
```


arrangement x takes first place; second place is 0.451 eV up.


Arrangement w

The following is a quantum chemistry calculation of one molecule with the formula CHNOS2, from the Open Molecules 2025 dataset.

Its SMILES is N#COSS. For the highest occupied orbital energy, the calculation gives -10.1 eV. The value obtained for the molecular weight is 107.159 g/mol.

ORCA input file:
```
! wB97M-V def2-TZVPD RIJCOSX def2/J DEFGRID3
* xyz 0 1
H -2.45370 0.46119 -0.17114
S -1.70634 1.40578 0.50222
N 1.89918 -1.77065 -0.57760
O 0.90320 -0.04912 0.69404
S -0.15154 0.88195 -0.55458
C 1.50920 -0.92916 0.10707
*
```


Arrangement x

The following is a quantum chemistry calculation of CHNOS2 as an isolated structure, from the Open Molecules 2025 dataset.

For the highest occupied orbital energy, the calculation gives -9.1 eV. The value obtained for the molecular weight is 107.159 g/mol.

ORCA input file:
```
! wB97M-V def2-TZVPD RIJCOSX def2/J DEFGRID3
* xyz 0 1
O -1.96697 -1.80452 -0.34447
S -0.60563 -0.35301 1.01529
C 1.05955 0.85804 -0.00011
H 1.38397 -0.06654 -0.52141
S 1.17896 2.35028 0.26991
N -1.04989 -0.98425 -0.41922
*
```


arrangement w takes first place; second place is 2.525 eV up.


Arrangement w

The following is a quantum chemistry calculation of a 2-piece molecular cluster, C5H14N2O2 overall, from the Open Molecules 2025 dataset.

Its SMILES is N/C=C/C[C@@H](N)CO.O. For the highest occupied orbital energy, the calculation gives -8.4 eV. The value obtained for the molecular weight is 134.179 g/mol.

ORCA input file:
```
! wB97M-V def2-TZVPD RIJCOSX def2/J DEFGRID3
* xyz 0 1
H 2.83634 2.83113 -1.03713
H 1.94289 0.40469 -1.02017
O -1.66660 -3.25922 -2.41304
H -2.61612 -0.57386 0.41048
H 0.67160 -1.29878 0.42603
H -0.30244 1.44402 -1.00472
O -1.04963 -2.08104 0.43075
H 0.85787 -0.27029 1.84362
H -1.76185 -0.95728 2.10350
H 3.31789 3.23885 0.49559
H -1.69770 -2.31256 -2.05518
H -0.94123 -3.71772 -2.07049
C 1.67537 1.97531 0.42611
C 1.51533 0.72722 -0.05711
H -0.91120 0.12635 -1.48512
N 2.50444 2.99783 -0.14720
C 0.59285 -0.16472 0.76077
N -1.08326 0.84547 -0.79128
C -0.82008 0.33727 0.59900
H 1.20912 2.25821 1.40542
C -1.69491 -0.87144 0.92986
H -1.43730 -2.84730 0.87159
H -1.14137 1.16785 1.37874
*
```


Arrangement x

The following is a quantum chemistry calculation of C5H14N2O2 as an isolated structure, from the Open Molecules 2025 dataset.

For the highest occupied orbital energy, the calculation gives -7.0 eV. The value obtained for the molecular weight is 134.179 g/mol.

ORCA input file:
```
! wB97M-V def2-TZVPD RIJCOSX def2/J DEFGRID3
* xyz 0 1
H 2.05396 -0.26002 0.28857
C -0.88606 -1.26139 -0.73972
C -0.05393 -2.49669 -0.44618
H 0.41261 0.00594 -2.09554
H -1.89329 1.89368 1.18939
H 0.82917 2.86385 2.33715
H -2.29650 -1.10613 -2.04935
H 0.68029 -2.66507 -1.23119
H 1.61558 2.33346 0.84339
H -1.74907 0.10641 0.86788
O -1.80853 -0.99280 0.13252
H 0.46895 0.26444 1.68993
N -1.36567 1.06806 1.45144
H 0.24240 1.22726 -0.93065
H -0.72285 -3.35856 -0.38544
H 0.44849 -2.39979 0.51557
H 2.28988 -0.83351 -1.20929
C 0.65566 2.46149 1.33579
C -0.07147 1.16654 1.43575
O -1.36091 -1.34560 -2.05437
H 0.07047 3.19645 0.77829
C 0.52819 0.18047 -1.03036
N 1.91263 -0.04850 -0.69357
*
```


arrangement w takes first place; second place is 0.573 eV up.